{"formula": "C13H20N7O4S5SbTc", "method": "wB97M-V/def2-TZVPD", "species": ["Sb", "Tc", "S", "S", "S", "S", "S", "O", "O", "O", "O", "N", "N", "N", "N", "N", "N", "N", "C", "C", "C", "C", "C", "C", "C", "C", "C", "C", "C", "C", "C", "H", "H", "H", "H", "H", "H", "H", "H", "H", "H", "H", "H", "H", "H", "H", "H", "H", "H", "H", "H"], "xyz": [[-12.93430, -10.39695, 1.59418], [-11.73302, -8.32371, 4.01759], [-11.91236, -12.14534, 2.41107], [-10.99739, -8.69787, 2.01724], [-12.79272, -6.38415, 2.84308], [-14.08836, -9.49272, -0.01917], [-13.73408, -9.62467, 3.94509], [-12.86230, -5.81703, 7.05874], [-12.71855, -7.59377, 5.65237], [-8.39817, -7.45348, 6.10656], [-16.82746, -8.12201, 7.05128], [-16.14395, -4.26835, 4.41619], [-15.01332, -8.61059, 4.24359], [-16.36207, -5.99077, 7.79531], [-10.74692, -10.03067, 5.05656], [-10.91513, -4.39126, 3.01316], [-13.12536, -3.80497, 3.04120], [-10.45142, -7.45682, 5.10648], [-16.37849, -7.00965, 6.86335], [-15.98041, -6.62535, 5.40903], [-12.27442, -6.55770, 6.33850], [-16.07390, -5.31445, 4.91360], [-12.19021, -4.77489, 2.98948], [-10.85414, -6.28826, 5.91440], [-9.75377, -5.09109, 2.60467], [-12.84531, -2.42526, 2.54068], [-9.36009, -9.59025, 5.42813], [-15.36431, -7.63026, 4.78533], [-14.12763, -1.76350, 2.00355], [-9.30967, -8.10966, 5.59967], [-8.47647, -4.17520, 2.74601], [-8.27795, -4.02641, 3.76009], [-8.69475, -9.81694, 4.60382], [-10.57820, -10.80088, 4.37021], [-14.61695, -2.33199, 1.20510], [-16.56554, -6.17511, 8.78672], [-12.38295, -1.83679, 3.35837], [-8.98641, -10.07224, 6.32537], [-11.23353, -10.39290, 5.86602], [-8.60834, -3.18127, 2.32594], [-10.10257, -6.12941, 6.74861], [-10.81221, -5.38154, 5.30550], [-10.76368, -3.45012, 3.24674], [-14.83791, -1.70303, 2.81659], [-9.55065, -5.93288, 3.26405], [-13.84092, -0.82730, 1.62882], [-15.73605, -5.25424, 7.59509], [-7.69390, -4.76181, 2.25657], [-14.00136, -4.06210, 3.34326], [-9.80080, -5.57850, 1.66722], [-12.05266, -2.60722, 1.74163]], "forces_ev_per_angstrom": [[-0.517, 0.572, -0.620], [0.541, 0.534, 0.749], [0.241, -0.438, 0.159], [0.384, -0.054, 0.337], [-0.545, 0.006, 0.010], [-0.072, -0.125, 0.001], [0.104, 0.099, 1.217], [-0.964, -0.064, 0.663], [-1.534, -0.673, -0.031], [-1.509, -1.768, -0.929], [0.659, 0.438, 0.163], [0.232, -0.724, 0.510], [0.351, -1.778, -1.719], [-0.221, -1.282, -0.374], [1.315, -0.100, -1.079], [-1.217, -0.661, -0.416], [3.375, 0.369, -1.092], [0.884, 0.631, 0.428], [-1.305, 0.078, 0.172], [0.490, -0.579, 1.751], [1.006, 0.303, -1.218], [0.158, 0.882, -1.089], [-0.599, 0.609, 0.590], [2.010, 0.058, 0.187], [2.450, -0.158, 1.355], [0.541, -1.000, -0.504], [-0.257, -0.060, -0.049], [-0.912, 1.931, 0.691], [0.434, -1.840, 0.592], [1.161, 1.941, 0.940], [-1.589, -1.288, -1.678], [0.550, -0.006, 1.695], [0.174, -0.282, -0.172], [-0.931, 0.485, 0.701], [0.374, -0.053, 0.100], [0.153, -0.156, -1.032], [-0.333, -0.084, -0.441], [0.035, -0.072, 0.068], [-0.229, -0.142, 0.041], [0.052, -0.098, -0.546], [-1.130, -0.282, -0.828], [-0.215, -0.062, 0.068], [0.131, 1.354, 0.259], [-0.215, 0.391, 0.166], [-0.152, -0.107, 0.416], [0.045, 1.492, -0.402], [0.590, 0.898, 0.036], [0.210, 0.615, 0.178], [-2.633, -0.548, 0.644], [-0.504, 0.141, -1.459], [-1.067, 0.657, 0.791]], "de_lowest_kcal_mol": 64.9, "homo_energy_ev": [-11.56, -11.55], "total_charge": 1}